(1)
A 3-piece molecular cluster, C33H62F5N7O13P2 overall in a non-equilibrium geometry, computed with ωB97M-V/def2-TZVPD.

```
122
Properties=species:S:1:pos:R:3:forces:R:3
C 6.2316 -1.3876 1.5801 0.745 0.618 0.488
C 5.9370 0.0655 0.8057 1.436 -1.311 1.009
F 5.7722 1.0633 1.8807 -0.029 -1.685 -2.120
C 4.6873 -0.0344 -0.2610 1.843 -1.007 -1.314
N 3.4954 0.7823 0.0041 1.708 1.203 -0.374
C 3.7454 2.1530 -0.4272 0.337 4.673 -3.673
C 3.5653 2.4942 -2.0629 1.438 3.246 3.269
C 3.9174 4.0269 -2.4881 -0.030 -0.978 2.129
C 4.4167 5.1796 -1.4619 -1.143 -4.558 0.437
N 4.6220 4.8429 -0.0315 -1.872 -3.177 -3.909
C 4.3098 3.4562 0.3906 -0.348 -0.782 -0.914
C 2.3119 0.2785 0.6757 -1.126 -0.398 1.752
C 1.5768 1.5516 1.4744 -1.229 -0.108 0.492
N 2.4418 2.0985 2.6301 -1.599 1.829 -0.685
C 2.8113 -0.8382 1.7761 0.862 -0.310 0.586
C 1.7689 -1.4553 2.8399 0.257 -0.960 1.496
C 1.5076 -0.5610 4.2204 0.542 -1.315 0.695
F 0.1783 0.0994 4.2574 2.573 -0.782 -0.353
C 1.2409 -0.4315 -0.4266 -0.482 2.791 0.273
N 1.1519 0.5622 -1.5293 0.709 -0.614 0.443
C -0.2485 -0.6981 0.1528 -1.999 -1.146 0.304
C -1.4863 0.1835 -0.5173 -0.817 -0.517 2.021
C -1.4841 1.7766 -0.1194 -1.309 0.696 -1.487
F -1.7524 -0.1129 -1.9424 0.925 1.036 2.608
O 1.9890 -1.5733 -0.9176 -2.168 -0.772 -1.474
C 1.3688 -2.5776 -1.6957 3.165 -1.506 -0.031
C 2.5822 -3.2942 -2.6067 1.708 -0.312 0.629
N 3.5979 -3.9738 -1.6622 -1.232 -0.431 -1.108
O 0.9054 -3.7182 -0.8325 -0.349 1.561 -2.844
N 1.3500 -3.5750 0.4249 1.807 -3.783 2.268
O 1.7157 -4.6767 0.8044 -1.252 3.155 -0.283
N 0.2394 -2.2759 -2.6189 -0.053 -0.894 -2.427
C 0.6329 -1.9731 -4.0409 -2.994 -3.376 -7.125
O 0.0500 -2.6189 -5.0900 4.069 4.840 7.940
F 1.6297 -0.9189 -4.4633 -3.147 -3.213 2.666
C -0.8794 -3.3228 -2.5656 -7.950 -0.228 2.672
O -2.0935 -3.0818 -1.9967 9.793 -1.465 -4.473
F -0.7316 -4.7205 -3.1201 0.640 4.973 1.358
H 5.4113 -1.6529 2.3744 1.472 0.523 -1.785
H 7.2521 -1.2985 2.1893 -2.190 -0.043 -1.377
H 6.3868 -2.2610 0.8176 -0.517 1.697 1.307
H 6.9674 0.3287 0.2626 -2.465 -0.288 1.080
H 5.1487 0.3274 -1.3034 -1.058 -0.693 2.270
H 4.5155 -1.2044 -0.4283 -0.143 2.658 0.563
H 3.2036 1.6440 -2.8187 0.895 2.236 1.813
H 3.7700 4.3236 -3.6237 0.374 -0.670 2.600
H 4.6027 6.2703 -1.9101 -0.327 -2.679 1.484
H 4.5198 3.2566 1.5515 -0.490 0.527 -2.936
H 0.5865 1.2532 2.0208 1.791 -0.037 -1.507
H 1.2513 2.4215 0.7238 1.030 -1.932 1.493
H 2.4594 3.1425 2.4147 0.395 -1.720 0.492
H 1.8772 2.0896 3.5335 0.735 -0.290 -1.716
H 3.3281 -1.8003 1.2896 -1.307 2.379 0.631
H 3.6812 -0.3103 2.4005 -2.029 -0.976 -1.364
H 0.7794 -1.9348 2.4090 1.976 1.392 0.872
H 2.3302 -2.4175 3.2900 -1.124 2.109 -1.017
H 2.4154 0.1834 4.4394 -2.374 -1.223 -0.832
H 1.5138 -1.2984 5.1607 -0.332 1.575 -2.177
H 1.0395 1.5498 -1.2576 -0.033 -1.140 -0.286
H 0.7087 0.2768 -2.4037 -0.177 0.339 0.855
H -0.6398 -1.8236 0.0381 1.174 2.336 0.090
H -0.3963 -0.5041 1.3204 0.657 -0.241 -2.590
H -2.4502 -0.2472 0.0499 2.137 0.807 -1.409
H -0.9025 2.4666 -0.9007 -1.058 -1.612 1.885
H -2.6208 2.1323 -0.2082 2.439 -0.748 0.171
H -1.1665 2.0145 0.9810 -0.406 -0.816 -2.231
H 3.2300 -2.4828 -3.1882 -1.978 -1.549 1.052
H 2.1835 -4.1559 -3.2913 0.117 2.150 0.991
H 3.3095 -4.9954 -1.5943 0.897 1.822 -0.044
H 4.5673 -3.8848 -2.0379 -1.340 -0.303 0.338
O 0.1151 5.5013 -0.0362 2.294 -0.171 -4.124
P -0.0171 6.8759 -0.7365 -5.300 3.086 7.308
O 0.5712 7.7128 0.5626 0.748 -0.318 -0.331
C 1.9791 7.7627 0.7221 0.505 0.229 0.263
C 2.6222 8.6652 -0.3142 0.087 0.099 -0.137
O -1.6519 6.9649 -0.4147 0.345 -0.123 -1.406
C -2.4234 5.7778 -0.2929 -0.210 -0.534 0.341
C -2.5456 5.3612 1.1671 -0.042 0.151 0.272
O -0.1648 8.4117 -1.5190 2.030 -2.432 -1.889
C -1.1794 9.3699 -1.2043 -0.954 0.317 -0.015
C -1.2107 9.8476 0.2336 0.343 -0.263 0.656
H 2.3985 6.7534 0.6751 0.036 -0.002 0.065
H 2.1781 8.1602 1.7223 -0.174 -0.100 -0.069
H 2.5131 8.2433 -1.3187 0.052 0.046 -0.002
H 3.6890 8.7923 -0.1119 -0.071 -0.069 0.014
H 2.1444 9.6502 -0.3253 0.085 -0.162 0.027
H -2.0032 4.9705 -0.9077 -0.034 0.207 0.262
H -3.4229 5.9816 -0.6892 0.133 0.216 -0.033
H -1.5844 5.3902 1.6921 -0.054 -0.110 -0.294
H -2.9576 4.3512 1.2526 -0.011 0.106 -0.017
H -3.2052 6.0536 1.7046 0.035 -0.148 -0.135
H -2.1554 8.9881 -1.5124 0.108 -0.043 0.125
H -0.9771 10.2368 -1.8416 0.341 -0.272 -0.132
H -1.5051 9.0547 0.9353 0.094 0.219 -0.298
H -1.9268 10.6665 0.3541 0.028 -0.044 -0.282
H -0.2219 10.2129 0.5534 -0.345 -0.076 -0.160
O -6.7063 -6.4661 -1.4983 0.999 4.655 -0.006
P -5.8451 -6.1045 -0.2633 -0.382 -9.111 2.713
O -4.6886 -7.2353 -0.6069 0.220 0.583 -0.614
C -3.7104 -6.8936 -1.5747 0.605 -0.099 -0.147
C -2.7313 -5.8683 -1.0343 0.090 0.055 0.106
O -6.8142 -6.9929 0.7641 -0.009 1.425 0.259
C -8.1928 -7.1736 0.4705 -0.508 -0.282 -0.353
C -8.4201 -8.4880 -0.2648 0.113 -0.297 0.020
O -4.8829 -5.7006 1.1165 -0.696 2.838 -2.127
C -4.7972 -6.5127 2.2911 -0.388 -0.344 0.789
C -4.2995 -7.9282 2.0781 0.106 -0.447 -0.638
H -4.1945 -6.5291 -2.4855 0.000 -0.058 -0.035
H -3.1709 -7.8114 -1.8283 -0.211 -0.002 0.067
H -3.2307 -4.9105 -0.8547 0.113 -0.094 -0.038
H -1.9143 -5.6996 -1.7408 -0.354 -0.148 0.233
H -2.3102 -6.1958 -0.0781 -0.082 -0.038 -0.129
H -8.5892 -6.3212 -0.0975 0.175 -0.306 0.057
H -8.7403 -7.1969 1.4177 0.247 0.037 0.072
H -7.7093 -8.6365 -1.0853 -0.167 0.277 0.083
H -9.4347 -8.5387 -0.6709 0.088 0.002 0.077
H -8.2750 -9.3341 0.4182 -0.099 0.159 -0.056
H -5.7567 -6.5083 2.8132 0.048 -0.074 -0.145
H -4.0888 -6.0039 2.9528 0.011 0.285 -0.345
H -5.0058 -8.5414 1.5011 0.192 0.275 0.188
H -4.1439 -8.4324 3.0370 -0.046 0.273 0.065
H -3.3426 -7.9360 1.5325 -0.302 0.043 0.237
```
Positions in Å, forces in eV/Å.

- HOMO-LUMO gap: 6.253 eV
- E: -3837.17981 a.u.
- F_max: 10.87 eV Å⁻¹
- Multiplicity: 1
- Total charge: 0

(2)
A 11-piece molecular cluster, C33H62O13 overall in a non-equilibrium geometry, computed with ωB97M-V/def2-TZVPD.

```
108
Properties=species:S:1:pos:R:3:forces:R:3
C -1.0038 -4.0534 -1.1243 0.731 0.802 -0.384
C -1.2030 -5.2138 -1.2344 -0.652 -0.583 0.108
O -1.3761 -6.5057 -1.4432 0.000 -0.264 0.225
C -0.4430 -6.8715 -2.4013 0.258 -0.592 0.746
O -0.4991 -6.5673 -3.5232 -0.482 0.177 -1.505
O 0.5204 -7.6466 -1.8671 0.223 -0.012 -0.142
H -0.5638 -3.0893 -1.1965 -0.428 0.329 0.402
H 0.9557 -7.1175 -1.1887 0.006 -0.199 0.548
C 2.2515 -1.1377 1.3378 -0.151 -0.271 0.166
C 1.3461 -1.0422 0.1388 -0.044 0.061 -0.191
O 0.5172 -1.9002 -0.0919 0.241 0.187 0.228
C 1.5058 0.1528 -0.7491 -0.052 0.045 -0.265
H 2.0270 -2.0477 1.8927 -0.030 0.021 -0.015
H 3.2898 -1.1629 1.0099 0.025 0.191 -0.014
H 2.0936 -0.2762 1.9889 0.113 0.077 -0.061
H 2.5106 0.1731 -1.1735 -0.132 0.066 0.197
H 1.3172 1.0588 -0.1750 0.170 -0.092 -0.055
H 0.7840 0.0976 -1.5630 -0.046 -0.010 0.040
C 4.5590 -8.0334 -4.6413 0.205 0.188 -0.009
C 3.6850 -6.8187 -4.8501 -0.035 0.020 -0.062
O 4.1666 -5.7172 -4.9923 0.033 0.016 0.067
C 2.1950 -7.0448 -4.8667 0.275 0.322 -0.199
H 5.6051 -7.7334 -4.6486 -0.018 0.010 -0.005
H 4.3295 -8.4981 -3.6810 -0.088 -0.122 -0.081
H 4.3919 -8.7549 -5.4421 -0.090 -0.099 0.098
H 1.8751 -7.4643 -3.9177 -0.054 -0.202 -0.016
H 1.9299 -7.7283 -5.6754 -0.027 -0.123 0.117
H 1.6852 -6.0988 -5.0240 -0.015 0.002 0.015
C -1.0463 4.4471 0.4202 -0.034 -0.176 -0.227
C -0.2889 3.3720 1.1599 0.010 -0.076 0.071
O -0.1262 2.2725 0.6773 -0.217 0.177 0.110
C 0.2520 3.7321 2.5171 0.073 -0.407 -0.165
H -1.3800 4.0601 -0.5406 0.006 -0.014 0.013
H -1.9169 4.7557 1.0010 0.078 0.136 0.053
H -0.3971 5.3085 0.2518 -0.062 0.080 0.140
H -0.5642 4.0119 3.1832 0.060 0.233 -0.013
H 0.9487 4.5633 2.4335 -0.147 0.155 0.118
H 0.7741 2.8736 2.9370 -0.014 -0.013 -0.025
C 2.8318 6.7608 5.7941 -0.185 -0.284 0.032
C 1.9161 6.8463 4.5981 0.050 0.064 0.029
O 1.0946 5.9848 4.3704 -0.006 0.005 0.057
C 2.0611 8.0430 3.6946 -0.193 -0.226 -0.045
H 2.6197 5.8514 6.3544 0.012 0.007 -0.003
H 3.8718 6.7388 5.4656 0.023 0.160 0.042
H 2.6749 7.6222 6.4448 0.140 0.076 -0.056
H 3.0683 8.0750 3.2760 0.047 0.133 0.108
H 1.8700 8.9598 4.2546 0.168 0.040 0.003
H 1.3460 7.9742 2.8817 0.007 0.043 -0.015
C 5.1090 -2.5212 -2.9719 -0.181 0.176 0.038
C 5.0046 -1.9395 -1.5854 -0.037 -0.005 -0.145
O 4.2069 -1.0656 -1.3253 0.307 -0.142 0.009
C 5.9346 -2.4929 -0.5339 -0.152 0.177 0.158
H 4.3871 -2.0382 -3.6257 -0.011 0.002 0.017
H 6.1118 -2.3586 -3.3698 0.043 -0.167 0.028
H 4.8982 -3.5911 -2.9471 0.155 -0.051 -0.062
H 6.9713 -2.3289 -0.8306 0.018 -0.155 -0.044
H 5.7583 -3.5618 -0.4053 0.134 -0.035 -0.091
H 5.7552 -1.9889 0.4136 0.000 0.006 -0.011
C -1.6302 9.5394 0.3621 0.102 0.051 0.229
C -0.2358 9.0224 0.1095 0.019 0.005 0.018
O 0.6214 9.0758 0.9611 -0.024 0.007 -0.057
C 0.0418 8.4353 -1.2523 0.233 -0.043 0.116
H -1.6927 9.9318 1.3746 0.017 -0.007 -0.004
H -1.8657 10.3379 -0.3429 -0.095 -0.101 -0.089
H -2.3540 8.7306 0.2498 -0.046 0.057 -0.147
H -0.1242 9.1880 -2.0242 -0.142 -0.071 -0.044
H -0.6136 7.5813 -1.4318 -0.099 0.094 -0.106
H 1.0766 8.1032 -1.2994 -0.004 0.009 0.014
C 1.2719 1.3141 6.3961 0.221 -0.017 0.135
C 1.2655 2.7000 6.9947 0.010 0.037 0.039
O 2.1440 3.0703 7.7387 0.043 0.016 -0.014
C 0.1172 3.6014 6.6207 0.075 0.102 0.162
H 2.1492 0.7734 6.7444 -0.001 0.016 0.006
H 0.3763 0.7710 6.7014 -0.068 0.020 -0.151
H 1.3038 1.3783 5.3071 -0.162 -0.036 -0.010
H -0.8282 3.1564 6.9372 -0.017 -0.065 -0.147
H 0.1092 3.7615 5.5425 -0.106 -0.032 -0.008
H 0.2372 4.5624 7.1153 0.009 0.008 -0.023
C -2.9018 -8.3071 1.3563 0.046 0.079 0.223
C -1.6565 -9.1338 1.5595 -0.002 0.013 0.066
O -1.0592 -9.1327 2.6105 0.026 0.003 -0.001
C -1.1872 -9.9622 0.3885 0.172 -0.065 0.153
H -3.1269 -7.7626 2.2706 0.016 -0.013 0.003
H -2.7467 -7.5929 0.5460 -0.090 -0.103 -0.092
H -3.7448 -8.9558 1.1129 0.009 0.041 -0.156
H -0.9624 -9.3117 -0.4575 -0.137 -0.059 -0.079
H -1.9580 -10.6806 0.1049 -0.043 0.097 -0.130
H -0.2858 -10.5039 0.6675 -0.007 0.008 0.016
C -3.7929 0.2692 -1.9896 0.047 -0.282 -0.092
C -3.2567 -0.9188 -1.2297 0.078 -0.016 0.041
O -3.2086 -2.0207 -1.7255 -0.100 0.039 -0.059
C -2.7770 -0.6722 0.1808 0.057 -0.232 -0.004
H -4.0991 -0.0447 -2.9834 -0.007 0.013 -0.005
H -4.6562 0.6882 -1.4726 0.079 0.154 0.016
H -3.0192 1.0327 -2.0837 -0.081 0.105 0.115
H -3.5980 -0.2933 0.7928 0.049 0.156 -0.017
H -1.9601 0.0527 0.1762 -0.089 0.106 0.056
H -2.4163 -1.6056 0.6084 0.019 0.006 -0.031
C -6.8219 0.6063 -5.0387 0.195 -0.038 0.155
C -6.6760 1.9579 -4.3831 0.030 -0.013 0.021
O -5.8253 2.1675 -3.5507 -0.022 0.061 -0.005
C -7.6407 3.0362 -4.8136 0.126 0.132 0.164
H -6.0714 -0.0731 -4.6410 -0.004 0.008 0.005
H -7.8126 0.1974 -4.8347 -0.048 0.033 -0.149
H -6.6814 0.6972 -6.1168 -0.158 -0.015 -0.026
H -8.6652 2.7276 -4.6003 -0.026 -0.032 -0.158
H -7.5341 3.2275 -5.8824 -0.138 -0.082 -0.032
H -7.4264 3.9521 -4.2674 0.012 -0.014 0.006
```
Positions in Å, forces in eV/Å.

- HOMO-LUMO gap: 9.230 eV
- E: -2272.59744 a.u.
- F_max: 1.59 eV Å⁻¹
- Multiplicity: 1
- Total charge: 0

- Which of these has the highest F_max?
  C33H62F5N7O13P2

- The highest E belongs to which entry?
  C33H62O13

- What is the F_max in the second record?
  1.59 eV Å⁻¹

- Which of these has the lowest E?
  C33H62F5N7O13P2